a | Computed, not measured: a structure of composition CH2P2S3, with the ωB97M-V functional and the def2-TZVPD basis.

## Properties
E_LUMO: -0.576 eV
orbital gap: 8.2 eV

Geometry as ORCA input:
```
! RIJCOSX wB97M-V def2-TZVPD def2/J DEFGRID3
* xyz 0 1
P -0.199 0.371 1.381
S -1.214 -1.462 1.026
H 2.034 -1.115 -0.078
S -1.417 1.759 0.110
P -0.345 0.507 -1.455
C 0.833 0.273 -0.068
H 1.596 1.006 0.139
S -1.288 -1.340 -1.056
*
```

Results of the Löwdin charge analysis, in e, for atoms 1 through 2:
1. P 0.26
2. S 0.03

b | Computed, not measured: an isolated molecule of CH2P2S3, with the ωB97M-V functional and the def2-TZVPD basis.

## Properties
E_LUMO: -1.605 eV
orbital gap: 7.2 eV

Geometry as ORCA input:
```
! RIJCOSX wB97M-V def2-TZVPD def2/J DEFGRID3
* xyz 0 1
P -1.407 -1.539 0.614
S 2.654 2.334 0.008
C -1.537 0.018 0.108
P 1.917 0.712 0.722
H -2.444 0.563 0.096
H -0.893 0.561 -0.523
S 1.298 -0.547 -0.968
S 0.413 -2.102 -0.058
*
```

Results of the Löwdin charge analysis, in e, for atoms 1 through 2:
1. P 0.49
2. S 0.06

c | Computed, not measured: a cluster of 2 separate species, CH2P2S3 in total, with the ωB97M-V functional and the def2-TZVPD basis.

## Properties
E_LUMO: -0.625 eV
orbital gap: 8.3 eV

Geometry as ORCA input:
```
! RIJCOSX wB97M-V def2-TZVPD def2/J DEFGRID3
* xyz 0 1
P -0.338 0.736 2.215
S 1.478 1.739 2.450
C 0.491 0.378 0.556
S -1.609 2.382 1.702
S -0.517 3.166 0.070
H 1.250 -0.397 0.410
H -0.542 -0.478 -0.677
P 1.346 2.170 0.249
*
```

Results of the Löwdin charge analysis, in e, for atoms 1 through 2:
1. P 0.19
2. S 0.13

Result of the stability comparison: b is the most stable of them.

a | Computed, not measured: a structure of composition C5H8NOS, with the ωB97M-V functional and the def2-TZVPD basis.

## Properties
E_LUMO: -6.490 eV
orbital gap: 7.8 eV

Geometry as ORCA input:
```
! RIJCOSX wB97M-V def2-TZVPD def2/J DEFGRID3
* xyz 1 1
C 2.200 0.173 0.314
O -4.861 -0.621 -0.084
C 0.951 -0.796 0.507
H 0.568 -0.552 1.461
C -2.366 -0.485 -0.039
H 1.709 1.631 -1.170
S -1.359 0.752 -0.341
N -4.116 0.182 0.263
C 0.265 0.105 -0.519
H -2.433 -1.511 -0.221
H 3.037 -0.213 -0.307
H 0.812 2.034 0.315
C 1.259 1.232 -0.314
H 0.468 -0.311 -1.605
H 1.074 -1.864 0.504
H 2.793 0.243 1.238
*
```

Results of the Löwdin charge analysis, in e, for atoms 1 through 2:
1. C -0.13
2. O 0.10

b | Computed, not measured: a cluster of 2 separate species, C5H8NOS in total, with the ωB97M-V functional and the def2-TZVPD basis.

## Properties
E_LUMO: -6.561 eV
orbital gap: 6.0 eV

Geometry as ORCA input:
```
! RIJCOSX wB97M-V def2-TZVPD def2/J DEFGRID3
* xyz 1 1
H 0.353 2.313 2.464
H 1.779 -1.453 1.269
H -0.946 -0.115 -3.572
N 0.265 -0.032 0.757
C 0.829 1.515 3.027
C -0.741 0.503 -2.689
H -0.724 1.440 -0.411
C 0.646 -1.375 1.149
O -0.636 -1.666 -1.519
H 0.167 -1.684 2.208
C -0.629 -0.456 -1.569
S 1.011 0.385 3.960
H -1.582 1.228 -2.473
H 0.269 1.109 -2.803
H 0.271 -2.100 0.486
C -0.332 0.388 -0.284
*
```

Results of the Löwdin charge analysis, in e, for atoms 1 through 2:
1. H 0.06
2. H 0.11

c | Computed, not measured: the ion C5H8NOS with charge +1, with the ωB97M-V functional and the def2-TZVPD basis.

## Properties
E_LUMO (spin up / spin down): -6.352 / -6.350 eV
orbital gap (spin up / spin down): 6.3 / 6.3 eV

Geometry as ORCA input:
```
! RIJCOSX wB97M-V def2-TZVPD def2/J DEFGRID3
* xyz 1 1
C -0.504 0.077 -0.205
S -2.164 4.477 0.393
C 0.835 -0.994 1.619
H 2.042 -0.586 -0.673
H 1.311 -0.085 1.677
H -0.435 -1.919 0.084
C 1.288 -1.293 -0.781
C 0.112 -1.053 0.243
H -1.992 1.625 -1.988
O -2.166 3.200 -0.723
H 1.024 -1.400 -1.811
C -1.781 2.037 -0.993
H 1.591 -1.741 1.600
H 1.827 -2.179 -0.539
N -1.130 1.047 -0.356
H 0.142 -1.212 2.453
*
```

Results of the Löwdin charge analysis, in e, for atoms 1 through 2:
1. C 0.12
2. S 0.70

Result of the stability comparison: b is the most stable of them.

a | Computed, not measured: a structure of composition C6H6O, with the ωB97M-V functional and the def2-TZVPD basis.

## Properties
E_LUMO: 0.646 eV
orbital gap: 8.6 eV

Geometry as ORCA input:
```
! RIJCOSX wB97M-V def2-TZVPD def2/J DEFGRID3
* xyz 0 1
H 0.058 -0.728 2.561
C -0.541 -0.531 0.391
C -2.632 0.614 -0.142
C 1.692 0.247 -0.562
O -3.723 0.725 0.228
C 0.931 -0.791 0.084
C -0.194 -0.436 1.625
H 2.658 -0.089 -0.756
H -0.786 0.706 -1.353
H 1.545 1.297 -0.142
H 1.249 0.558 -1.542
C -1.464 0.224 -0.580
H 1.207 -1.794 0.187
*
```

Results of the Löwdin charge analysis, in e, for atoms 1 through 2:
1. H 0.03
2. C -0.31

b | Computed, not measured: an isolated molecule of C6H6O, with the ωB97M-V functional and the def2-TZVPD basis.

## Properties
E_LUMO: 0.736 eV
orbital gap: 9.6 eV

Geometry as ORCA input:
```
! RIJCOSX wB97M-V def2-TZVPD def2/J DEFGRID3
* xyz 0 1
C -0.039 0.033 0.548
H -0.168 -3.358 1.111
C -0.584 -2.366 0.994
C 1.514 2.199 -1.690
H 0.005 0.618 2.344
H 2.288 2.871 -2.002
C 0.644 1.455 -1.361
H -1.667 -2.267 0.938
O -0.025 1.027 1.467
C 0.071 -1.246 0.831
H -1.336 0.935 -0.832
C -0.331 0.491 -0.852
H -0.375 -0.392 -1.494
*
```

Results of the Löwdin charge analysis, in e, for atoms 1 through 2:
1. C -0.38
2. H 0.05

c | Computed, not measured: an isolated molecule of C6H6O, with the ωB97M-V functional and the def2-TZVPD basis.

## Properties
E_LUMO: 0.798 eV
orbital gap: 8.6 eV

Geometry as ORCA input:
```
! RIJCOSX wB97M-V def2-TZVPD def2/J DEFGRID3
* xyz 0 1
C 0.144 0.178 -1.052
H -0.532 0.843 2.322
O 2.025 -0.511 0.141
H -0.298 -1.720 1.648
C 1.910 0.681 0.307
H 0.938 0.337 -1.923
H 0.824 -2.063 -0.523
H 0.117 2.213 -0.118
C -0.184 -0.851 1.033
C -0.255 0.464 1.289
C 0.551 -1.015 -0.223
H -0.846 0.036 -1.475
C 0.430 1.174 0.078
*
```

Results of the Löwdin charge analysis, in e, for atoms 1 through 2:
1. C -0.12
2. H 0.13

Result of the stability comparison: b is the most stable of them.

a | Computed, not measured: an isolated molecule of C6H6O, with the ωB97M-V functional and the def2-TZVPD basis.

## Properties
E_LUMO: 0.211 eV
orbital gap: 10.0 eV

Geometry as ORCA input:
```
! RIJCOSX wB97M-V def2-TZVPD def2/J DEFGRID3
* xyz 0 1
O -0.426 -0.425 1.649
C -2.431 1.151 -1.134
H 3.487 0.016 0.609
H -0.046 0.181 2.294
H -0.853 -1.598 -0.693
H 0.248 -0.569 -1.611
C -0.449 -0.583 -0.764
H 1.054 -1.263 0.484
C 1.355 0.732 0.475
C 2.540 0.483 0.500
H -3.233 1.836 -1.287
C -1.527 0.377 -0.960
C 0.369 -0.402 0.499
*
```

Results of the Löwdin charge analysis, in e, for atoms 1 through 2:
1. O 0.00
2. C 0.12

b | Computed, not measured: a structure of composition C6H6O, with the ωB97M-V functional and the def2-TZVPD basis.

## Properties
E_LUMO: 0.918 eV
orbital gap: 9.7 eV

Geometry as ORCA input:
```
! RIJCOSX wB97M-V def2-TZVPD def2/J DEFGRID3
* xyz 0 1
C 1.387 -0.615 2.187
H 0.660 1.162 -0.502
C -1.247 0.301 -0.263
H 0.645 -0.450 -2.231
H 0.316 -1.829 -1.120
O -1.299 -0.521 -1.425
H -0.693 2.070 0.594
H 1.838 -0.909 3.109
C 0.105 -0.777 -1.338
C -0.726 1.645 -0.426
H -1.924 0.009 0.538
C 0.875 -0.284 1.148
C 0.280 0.114 -0.096
*
```

Results of the Löwdin charge analysis, in e, for atoms 1 through 2:
1. C 0.14
2. H 0.14

c | Computed, not measured: an isolated molecule of C6H6O, with the ωB97M-V functional and the def2-TZVPD basis.

## Properties
E_LUMO: 0.900 eV
orbital gap: 10.8 eV

Geometry as ORCA input:
```
! RIJCOSX wB97M-V def2-TZVPD def2/J DEFGRID3
* xyz 0 1
H 2.086 2.020 -0.135
C 1.437 -0.028 0.597
H 0.803 -2.084 0.533
H -0.279 -0.221 2.300
H -1.639 2.367 -2.008
O -0.194 -1.128 1.978
C -0.725 0.624 -0.904
H -0.388 -1.353 -1.318
H -1.602 -1.013 -0.072
C 1.798 1.061 0.228
C -0.604 -0.752 -0.428
C 0.412 -1.076 0.704
C -1.135 1.595 -1.481
*
```

Results of the Löwdin charge analysis, in e, for atoms 1 through 2:
1. H 0.04
2. C -0.08

Result of the stability comparison: c is the most stable of them.